Entry 1:
110
Properties=species:S:1:pos:R:3:lowdin_spin:R:1 method="wB97M-V/def2-TZVPD" energy_ha=-4230.14101 total_charge=-1 s2=2.04 spin_multiplicity=3
V -0.7345 1.0239 1.6338 1.1027
O -3.4142 2.3267 4.2896 0.0046
C -2.7080 1.6686 3.5499 0.0039
N -1.5975 2.1424 2.8921 -0.0164
C -1.1902 3.5166 3.0800 0.0030
C 0.2384 3.6313 2.6214 -0.0003
C 0.9963 4.7853 2.7292 0.0005
C 2.2968 4.7765 2.2559 0.0004
C 2.8255 3.6053 1.7312 0.0000
C 2.0165 2.4958 1.6557 0.0022
N 0.7437 2.5182 2.0790 0.0031
C -2.8593 0.2116 3.2646 0.0102
C -3.7835 -0.5764 3.8310 -0.0321
C -3.7949 -1.9801 3.4571 0.0008
C -2.7731 -2.5019 2.7691 -0.0157
C -1.5772 -1.6689 2.4153 -0.0019
N -1.9029 -0.2567 2.3808 -0.0394
H -1.8161 4.1985 2.4914 -0.0007
H -1.2987 3.8197 4.1228 0.0001
H 0.5574 5.6781 3.1556 0.0000
H 2.8995 5.6756 2.2738 0.0004
H 3.8304 3.5755 1.3353 -0.0007
H 2.3605 1.5589 1.2355 0.0001
H -4.5036 -0.1457 4.5120 -0.0019
H -4.6447 -2.5971 3.7271 0.0006
H -2.7750 -3.5463 2.4733 -0.0009
H -1.2308 -1.9523 1.4241 -0.0018
C 1.3425 0.0956 -1.8279 0.0084
C 0.4822 -0.1673 -3.0752 0.0004
C -1.0169 0.0254 -2.8479 0.0001
Sb -1.8643 -1.2494 -1.3393 0.0008
C -3.9033 -0.7329 -1.7220 0.0000
C -4.2705 0.2616 -2.6249 0.0000
C -5.6062 0.6036 -2.8022 0.0000
C -6.5922 -0.0504 -2.0788 0.0000
C -6.2377 -1.0415 -1.1726 0.0000
C -4.9023 -1.3734 -0.9916 0.0000
C -1.8341 -3.0717 -2.4806 0.0005
C -1.7906 -3.1209 -3.8733 0.0001
C -1.7631 -4.3372 -4.5443 0.0000
C -1.7854 -5.5278 -3.8288 0.0000
C -1.8277 -5.4960 -2.4419 0.0000
C -1.8442 -4.2756 -1.7766 0.0000
Sb 1.9511 -1.6946 -0.7907 0.0013
C 3.2993 -2.3545 -2.3302 0.0001
C 3.5358 -1.6697 -3.5203 0.0000
C 4.4425 -2.1570 -4.4563 0.0000
C 5.1290 -3.3378 -4.2143 0.0000
C 4.9020 -4.0334 -3.0336 0.0000
C 3.9902 -3.5467 -2.1070 0.0000
C 3.4895 -0.7668 0.3721 0.0002
C 3.5352 -0.9805 1.7484 -0.0001
C 4.4882 -0.3419 2.5332 0.0000
C 5.4046 0.5220 1.9476 0.0000
C 5.3759 0.7366 0.5750 -0.0001
C 4.4267 0.0878 -0.2061 0.0000
H 0.8293 0.7729 -1.1394 0.0006
H 2.2643 0.6148 -2.0949 0.0069
H 0.6674 -1.1665 -3.4877 0.0000
H 0.7957 0.5304 -3.8589 0.0002
H -1.5723 -0.1141 -3.7771 0.0000
H -1.1985 1.0473 -2.5064 0.0000
H -3.5155 0.7877 -3.1979 0.0000
H -5.8738 1.3862 -3.5027 0.0000
H -7.6334 0.2173 -2.2123 0.0000
H -7.0017 -1.5452 -0.5926 0.0000
H -4.6418 -2.1266 -0.2541 -0.0001
H -1.7795 -2.2029 -4.4515 0.0000
H -1.7245 -4.3551 -5.6274 0.0000
H -1.7648 -6.4765 -4.3510 0.0000
H -1.8389 -6.4202 -1.8761 0.0000
H -1.8557 -4.2666 -0.6902 0.0000
H 3.0190 -0.7407 -3.7321 0.0000
H 4.6140 -1.6076 -5.3744 0.0000
H 5.8377 -3.7155 -4.9412 0.0000
H 5.4330 -4.9568 -2.8347 0.0000
H 3.8216 -4.1075 -1.1920 0.0000
H 2.7970 -1.6163 2.2240 0.0000
H 4.4990 -0.5048 3.6043 0.0000
H 6.1395 1.0312 2.5593 0.0000
H 6.0814 1.4173 0.1127 0.0000
H 4.4161 0.2678 -1.2761 0.0003
N 1.0214 4.6069 -2.6673 0.0208
C 1.4996 3.7512 -1.6783 0.0954
O 0.7615 3.3901 -0.7559 0.1088
C 2.8678 3.3392 -1.8038 0.4819
I 4.2313 5.7908 -0.8230 0.2564
H 0.1930 5.0976 -2.3654 0.0011
H 1.7289 5.2296 -3.0342 0.0005
H 3.4091 3.4865 -2.7256 0.0094
H 3.2738 2.6827 -1.0496 0.0111
O 0.6797 -0.2021 2.0239 0.0078
N 0.5298 -0.7401 3.3004 -0.0007
C -0.3318 -1.9085 3.3652 -0.0061
C -0.6794 -2.1970 4.8005 -0.0034
C -0.3191 -1.4117 5.8200 -0.0002
C 0.4658 -0.2124 5.6130 -0.0073
C 0.8224 0.0796 4.3481 0.0025
H 0.2006 -2.7615 2.9205 -0.0013
H -1.2917 -3.0727 4.9732 -0.0002
H -0.6325 -1.6737 6.8244 0.0001
H 0.7655 0.4317 6.4249 -0.0006
H 1.3896 0.9563 4.0708 0.0003
C -2.5791 3.4258 -0.8943 -0.0011
C -2.7116 2.2362 0.0109 0.0005
O -3.7010 1.9084 0.5997 -0.0007
O -1.5360 1.5403 0.0844 -0.0150
H -3.4668 4.0482 -0.8188 -0.0002
H -2.4583 3.0746 -1.9219 0.0000
H -1.6639 3.9649 -0.6476 -0.0001


Entry 2:
342
Properties=species:S:1:pos:R:3:lowdin_charge:R:1 method="wB97M-V/def2-TZVPD" energy_ha=-5747.02259 total_charge=0
C 26.5012 15.0043 18.5078 -0.0879
O 25.3907 15.3376 17.5885 -0.1608
H 27.2342 15.8208 18.5816 0.0738
H 26.0535 14.8647 19.5172 0.0701
H 26.9977 14.0913 18.2059 0.0753
H 24.8079 16.0649 17.8794 0.0834
C 22.1359 17.5834 15.9866 -0.1472
O 22.1998 16.4111 16.7873 -0.1583
H 21.6289 17.4803 15.0186 0.0701
H 21.6178 18.4050 16.5206 0.0765
H 23.1487 17.8879 15.8288 0.0646
H 22.4942 15.6187 16.2508 0.0700
C 17.5157 19.7345 24.3094 -0.1189
O 18.8328 19.1905 24.2886 -0.1802
H 17.5015 20.7858 24.0792 0.0716
H 16.9681 19.2460 23.4820 0.0660
H 17.0384 19.6116 25.3073 0.0923
H 19.4564 19.9476 24.1327 0.0496
C 22.7108 17.0361 26.6754 -0.1477
O 22.2042 16.0771 25.7674 -0.1428
H 22.9292 17.9394 26.0937 0.0328
H 21.9956 17.3312 27.4081 0.0697
H 23.7030 16.6760 26.9655 0.0907
H 21.4395 16.4168 25.2611 0.0345
C 23.2941 13.0495 23.6697 -0.1567
O 24.5985 13.1564 23.1070 -0.1103
H 23.2138 12.9254 24.7551 0.0845
H 22.7466 13.9185 23.4383 0.0363
H 22.8048 12.1645 23.2804 0.0786
H 24.9359 14.0259 23.3449 0.0704
C 24.7578 20.4125 19.2316 -0.1317
O 24.2296 21.7496 19.3302 -0.1870
H 24.1382 19.7326 19.8568 0.0662
H 24.8784 20.0418 18.2215 0.0670
H 25.7357 20.3470 19.7246 0.0758
H 23.9142 22.1815 18.4762 0.0494
C 22.5040 13.5068 20.5649 -0.1361
O 23.6589 14.3276 20.4529 -0.1374
H 21.8072 14.0086 21.2407 0.0679
H 22.0020 13.4349 19.5990 0.0707
H 22.8362 12.4831 20.8565 0.0924
H 24.2035 14.1899 21.2040 0.0159
C 19.4953 15.7767 23.4955 -0.1018
O 20.2331 16.8998 23.9860 -0.1379
H 18.6436 15.5186 24.1478 0.0911
H 18.9865 15.9452 22.5535 0.0645
H 20.1992 14.9854 23.4334 0.0624
H 19.6310 17.5567 24.2639 0.0139
C 19.3277 14.6069 15.4187 -0.1592
O 19.1326 15.8792 16.0021 -0.1496
H 19.3133 13.7947 16.1650 0.0669
H 18.4706 14.4092 14.6769 0.1091
H 20.2770 14.5918 14.8940 0.0618
H 19.8208 15.9442 16.7056 0.0692
C 19.8323 23.9206 21.8505 -0.1160
O 19.1676 22.6469 21.8231 -0.1420
H 19.9663 24.1748 20.7492 0.0931
H 19.1734 24.7127 22.2872 0.0872
H 20.7665 23.8639 22.3626 0.0495
H 19.1284 22.3993 20.9148 0.0126
C 23.2328 13.0939 15.4637 -0.1511
O 23.8648 14.3779 15.4124 -0.1517
H 22.5774 12.9777 14.5976 0.0722
H 24.0429 12.2541 15.5185 0.1017
H 22.7200 12.8685 16.4403 0.0781
H 24.5647 14.5414 16.0470 0.0336
C 23.0555 17.0339 21.8156 -0.1538
O 23.8667 16.1777 22.5948 -0.1304
H 23.1317 16.7160 20.7826 0.0697
H 21.9921 17.0105 22.2133 0.0837
H 23.4436 18.0983 21.9845 0.0689
H 23.6336 16.3390 23.5075 0.0588
C 19.4898 25.2953 11.1171 -0.0502
C 18.2222 25.0665 11.9443 -0.5134
C 18.1222 23.5687 12.3808 -0.1062
C 17.0311 23.3303 13.4659 -0.1720
C 17.2493 24.2286 14.6652 -0.1453
C 17.2953 25.7081 14.3085 -0.5064
N 18.3203 25.8086 13.2056 -0.0740
O 18.3897 27.1997 12.9336 -0.0554
C 15.9414 26.2836 13.9657 -0.0315
C 17.8472 26.5125 15.4741 -0.0345
C 17.0659 25.5178 11.0041 -0.0361
H 19.4510 26.3400 10.7374 0.0888
H 19.4233 24.7115 10.2125 0.0711
H 20.4367 25.0905 11.6168 0.0827
H 17.9761 22.8410 11.5014 0.1275
H 19.1020 23.2529 12.8308 0.1094
H 17.1259 22.2908 13.8538 0.0946
H 15.9808 23.3664 13.1663 0.0905
H 18.1612 23.9864 15.1491 0.0956
H 16.4647 24.1003 15.4400 0.1130
H 15.3422 25.6638 13.2663 0.0732
H 15.2845 26.3044 14.8135 0.0719
H 15.9427 27.3443 13.5714 0.1115
H 17.8703 27.5293 15.1888 0.0579
H 17.2534 26.3692 16.4346 0.0968
H 18.9054 26.3340 15.7204 0.0807
H 16.0803 25.1290 11.3718 0.0747
H 17.1848 25.1068 9.9723 0.0860
H 17.0207 26.6130 10.8376 0.0873
H 19.3215 27.4669 12.9653 0.1129
C 18.6768 19.3582 21.0797 -0.0237
C 19.4479 19.0801 19.7767 -0.4667
C 19.3500 17.6365 19.3256 -0.1054
C 17.9207 17.2946 18.8741 -0.1377
C 17.4076 18.2628 17.7486 -0.0759
C 17.5238 19.7853 18.1368 -0.4970
N 18.9011 19.9416 18.6491 -0.0419
O 19.0279 21.3414 18.9425 -0.0664
C 17.5147 20.4907 16.8122 -0.0252
C 16.4556 20.2389 19.0858 -0.0231
C 20.8553 19.5326 20.1289 -0.0290
H 18.4849 20.4130 21.1798 0.0617
H 19.3887 19.0994 21.9059 0.0881
H 17.7745 18.7857 21.3397 0.0676
H 20.1581 17.3102 18.6392 0.1177
H 19.5796 17.0725 20.2183 0.1060
H 17.2871 17.3264 19.7408 0.0617
H 17.8428 16.2550 18.5674 0.0782
H 16.3808 17.9441 17.5011 0.1075
H 18.0768 18.0505 16.9224 0.0952
H 18.2855 20.0583 16.2232 0.0490
H 16.5294 20.3861 16.3127 0.0858
H 17.6936 21.5326 17.0006 0.0731
H 16.0929 19.5765 19.8859 0.0637
H 16.8798 21.1213 19.5901 0.0680
H 15.6344 20.6960 18.5089 0.0838
H 20.8879 20.5103 20.6677 0.0722
H 21.4868 19.6702 19.1868 0.1052
H 21.3602 18.7811 20.8154 0.0890
H 19.7872 21.6440 18.4251 0.0690
C 21.1191 20.5409 26.6663 0.0078
C 21.4594 21.8928 25.8782 -0.4702
C 22.5772 22.7113 26.5602 -0.1415
C 23.9458 22.1327 26.3331 -0.1534
C 24.2173 22.1285 24.8019 -0.1153
C 23.1753 21.2985 24.0170 -0.4525
N 21.8303 21.7655 24.5126 -0.0563
O 20.8497 21.0059 23.8112 -0.0576
C 23.3082 21.4872 22.4990 -0.0332
C 23.4194 19.7938 24.2117 -0.0351
C 20.1254 22.7317 25.9995 -0.0171
H 22.0692 19.9892 26.8329 0.0641
H 20.4999 19.8729 26.0868 0.0588
H 20.6466 20.7169 27.6069 0.0722
H 22.5658 23.7167 26.1692 0.1188
H 22.3048 22.7574 27.6030 0.1172
H 24.0012 21.1186 26.6408 0.0885
H 24.6644 22.7680 26.8063 0.1061
H 25.1845 21.6963 24.6262 0.1062
H 24.2749 23.1033 24.2284 0.1373
H 22.8793 20.7095 21.9545 0.0304
H 22.9339 22.4348 21.9907 0.0990
H 24.3089 21.3923 22.1612 0.0754
H 24.2103 19.4513 23.5250 0.0908
H 23.7252 19.4799 25.2053 0.0553
H 22.5062 19.2467 23.9908 0.0812
H 19.9052 23.0505 26.9915 0.0707
H 19.2604 22.2129 25.6875 0.0514
H 20.1628 23.6338 25.3942 0.0804
H 20.6267 21.5259 23.0143 0.0836
C 21.2739 23.7021 15.9062 -0.0130
C 22.5577 23.1844 16.5035 -0.5523
C 23.8234 23.7103 15.8012 -0.1085
C 24.1630 25.1565 16.2285 -0.1717
C 24.1803 25.2978 17.7316 -0.1398
C 22.9344 24.7535 18.4794 -0.5021
N 22.7234 23.4272 17.9411 -0.0596
O 21.5226 22.7649 18.6236 -0.0395
C 23.3112 24.5617 19.9853 -0.0193
C 21.8000 25.7489 18.3181 -0.0370
C 22.5783 21.6943 16.3416 -0.0305
H 20.5180 23.0681 16.3759 0.0777
H 21.1948 23.5337 14.8388 0.0905
H 21.0829 24.7444 16.1342 0.0579
H 24.6617 23.0218 16.1233 0.1434
H 23.5176 23.7017 14.7506 0.1217
H 23.3398 25.7844 15.8010 0.1161
H 25.1036 25.4934 15.8199 0.1071
H 24.2265 26.3713 17.9566 0.1233
H 25.1013 24.8607 18.1670 0.1321
H 22.4446 24.4768 20.6100 0.0425
H 23.9708 23.7616 20.2402 0.0533
H 23.6466 25.5625 20.3680 0.1064
H 21.8204 26.2644 17.2764 0.0998
H 20.8045 25.3250 18.3527 0.0698
H 21.8378 26.6096 19.0025 0.0912
H 22.8303 21.5627 15.2962 0.0921
H 21.5739 21.2689 16.4972 0.0887
H 23.3301 21.1848 16.9113 0.0659
H 21.9546 22.2300 19.3072 0.0725
C 17.1788 17.6133 11.5941 -0.0346
C 17.3600 19.0784 11.9269 -0.5258
C 17.7524 19.1853 13.3658 -0.1134
C 19.3108 19.2067 13.6524 -0.1520
C 19.9513 20.0685 12.6514 -0.1781
C 19.7346 19.7047 11.1841 -0.5488
N 18.2818 19.9092 11.1253 -0.0772
O 17.9370 19.6493 9.7496 -0.0780
C 20.3972 20.6862 10.2611 -0.0432
C 20.2860 18.2968 10.8716 -0.0090
C 16.0236 19.8449 11.6691 -0.0250
H 17.2958 17.4928 10.5154 0.0835
H 16.1880 17.1532 11.7926 0.0968
H 17.8476 16.9872 12.1832 0.0740
H 17.4462 20.2152 13.6823 0.0996
H 17.2080 18.4017 13.9238 0.1308
H 19.8198 18.2429 13.7499 0.0982
H 19.3510 19.8056 14.6063 0.1032
H 21.0679 20.1812 12.7772 0.1414
H 19.6173 21.0903 12.7134 0.0895
H 21.4931 20.5981 10.3454 0.0922
H 20.0831 20.6005 9.1988 0.0889
H 20.1565 21.7498 10.5350 0.0859
H 19.8058 17.6727 11.6038 0.0473
H 19.9051 18.0397 9.8399 0.1046
H 21.3752 18.1628 10.9024 0.0908
H 15.5570 19.7190 10.6436 0.1044
H 16.2166 20.8919 11.7338 0.0529
H 15.2874 19.5713 12.4087 0.0601
H 17.8090 20.5688 9.3340 0.1428
C 16.6028 24.2838 19.0536 0.0011
C 15.0521 24.0932 19.2930 -0.4522
C 14.6147 23.0748 20.3754 -0.1271
C 14.8574 23.5383 21.8238 -0.1200
C 13.9246 24.8054 21.9348 -0.1306
C 14.3746 25.9132 21.0306 -0.5225
N 14.3053 25.3797 19.6446 -0.0807
O 14.4834 26.3885 18.6592 -0.0309
C 13.4199 27.1101 21.1423 -0.0321
C 15.7789 26.4015 21.4687 -0.0187
C 14.5533 23.5374 17.9774 -0.0617
H 17.0975 24.5719 20.0057 0.0688
H 16.8950 24.8971 18.1778 0.0700
H 16.9632 23.2558 18.8108 0.0649
H 13.5271 22.8284 20.1493 0.1387
H 15.2001 22.1692 20.2068 0.0827
H 15.8440 23.7780 22.0376 0.0687
H 14.4758 22.7880 22.4625 0.0891
H 13.9508 25.1645 22.9115 0.0953
H 12.9033 24.4972 21.7569 0.1242
H 12.4912 26.9382 20.6093 0.0881
H 13.2577 27.2954 22.2155 0.0885
H 13.9292 28.0359 20.7934 0.0893
H 15.6336 27.1684 22.1880 0.0694
H 16.3702 25.6427 21.9423 0.0587
H 16.2820 26.9264 20.6668 0.0791
H 14.4817 24.3246 17.1923 0.0898
H 13.5921 22.9853 18.0915 0.0902
H 15.2539 22.7950 17.6261 0.0529
H 15.2644 26.9082 18.9010 0.0783
C 10.3524 22.2133 14.1067 -0.0293
C 11.6419 21.7052 13.4582 -0.5244
C 12.8124 22.6605 13.5280 -0.1302
C 13.5958 22.6796 14.8545 -0.1806
C 13.9750 21.2906 15.2048 -0.1672
C 12.8290 20.3063 15.2499 -0.4682
N 12.0963 20.3247 13.9519 -0.0444
O 10.9877 19.4094 14.0125 -0.0282
C 13.4896 18.9014 15.4350 -0.0336
C 11.8864 20.3993 16.5080 -0.0092
C 11.2829 21.5970 12.0096 -0.0644
H 10.1311 23.1760 13.5574 0.1078
H 10.5176 22.4329 15.1384 0.0557
H 9.5766 21.4001 13.9128 0.1044
H 13.4375 22.3685 12.6882 0.1143
H 12.4803 23.6799 13.3427 0.1240
H 12.9974 23.1911 15.6581 0.1189
H 14.5090 23.2754 14.7680 0.0798
H 14.5393 21.1239 16.1193 0.0855
H 14.7401 20.9769 14.3935 0.1406
H 14.1862 18.9412 16.3088 0.0692
H 12.7429 18.1721 15.6912 0.0716
H 14.0212 18.5748 14.5654 0.0667
H 10.9625 19.8582 16.3007 0.0829
H 12.3429 19.8749 17.3641 0.0507
H 11.7366 21.4053 16.8740 0.0626
H 11.3313 22.5456 11.5760 0.0612
H 10.2020 21.3681 11.9236 0.0899
H 11.8892 20.9369 11.3834 0.0959
H 11.1533 18.6766 13.4401 0.0893
C 15.5221 16.7256 21.7524 -0.0174
C 14.0195 16.7727 22.1318 -0.4832
C 13.5832 18.1193 22.7028 -0.1396
C 13.4591 19.2295 21.6519 -0.1697
C 12.3959 18.7926 20.6596 -0.1210
C 12.7991 17.4559 19.8734 -0.4756
N 13.0922 16.5054 20.9656 -0.0664
O 13.4553 15.2879 20.3210 -0.0813
C 11.4992 17.0443 19.1539 -0.0325
C 13.8916 17.6477 18.8104 -0.0156
C 13.7844 15.7358 23.2469 -0.0417
H 15.7398 15.8381 21.1370 0.0683
H 16.0621 16.6120 22.6824 0.0722
H 15.8751 17.5940 21.1668 0.0440
H 12.5907 17.9624 23.1289 0.1114
H 14.2150 18.3509 23.6033 0.1324
H 14.3399 19.3425 21.0431 0.0750
H 13.2551 20.1881 22.1074 0.1056
H 12.2173 19.5817 19.9585 0.0972
H 11.5052 18.5826 21.2646 0.1233
H 11.7148 16.4092 18.2416 0.0903
H 10.7947 16.5228 19.8048 0.0822
H 11.0751 18.0451 18.8355 0.0906
H 13.9818 16.7818 18.1398 0.0863
H 13.6528 18.5389 18.2593 0.0468
H 14.7862 17.8841 19.3436 0.0403
H 14.0379 14.6934 22.9201 0.0888
H 12.7387 15.7646 23.6045 0.0919
H 14.5201 15.8007 24.0575 0.0811
H 12.8263 14.5768 20.5566 0.1203
C 17.6546 11.6006 19.2572 -0.0407
C 16.5540 12.5513 18.8385 -0.5099
C 17.1264 13.6079 17.9024 -0.1568
C 16.1594 14.4833 17.1202 -0.1729
C 15.4001 13.5278 16.2428 -0.1413
C 14.5977 12.5304 17.1137 -0.4780
N 15.5880 11.8226 17.9664 -0.1204
O 14.9098 10.8702 18.7102 -0.0210
C 13.3902 13.1559 17.8718 -0.0154
C 14.0068 11.4355 16.1577 -0.0392
C 15.8530 13.1886 20.0881 -0.0193
H 17.9762 10.9399 18.4291 0.0982
H 17.3815 11.0319 20.1303 0.0729
H 18.5105 12.1746 19.6477 0.0842
H 17.9086 14.1208 18.5182 0.1218
H 17.7153 12.9773 17.1844 0.1131
H 16.7264 15.1172 16.4462 0.0909
H 15.5801 15.1994 17.7186 0.1030
H 16.0301 12.9559 15.5475 0.1210
H 14.6226 14.0586 15.6225 0.1342
H 13.6198 13.9136 18.5972 0.0320
H 12.6614 13.5911 17.1618 0.0939
H 12.8120 12.3777 18.3119 0.0677
H 14.8462 10.8764 15.6533 0.1015
H 13.3779 10.7565 16.6945 0.0605
H 13.4159 11.9665 15.3969 0.0843
H 15.2888 14.0759 19.7696 0.0377
H 16.6337 13.5361 20.8238 0.0921
H 15.2213 12.4863 20.6715 0.0921
H 15.0173 10.0926 18.1752 0.0938


For each record above, in turn, the calculated max |F| values are 0.0181 0.0866 Eh/bohr.